1.
Entry from OMol25: an isolated molecule of C8H9BN2O2 in a non-equilibrium geometry (the ωB97M-V functional and the def2-TZVPD basis).

Output
DFT total energy ... -595.184319 Ha
Energy relative to the best compared isomer or geometry (same formula, charge and spin) ... 9.7 kcal per mole
SMILES ... C/N=C1/Nc2ccccc2B(O)O1
Kohn-Sham gap ... 8.418 eV
HOMO level ... -7.95 eV

CARTESIAN COORDINATES (ANGSTROEM)
C (3.91, 0.33, 0.17)
N (2.71, 1.04, -0.06)
C (1.61, 0.40, 0.02)
N (0.46, 1.23, -0.24)
C (-0.80, 0.72, -0.16)
C (-1.92, 1.54, -0.09)
C (-3.19, 1.06, 0.18)
C (-3.42, -0.31, 0.10)
C (-2.33, -1.14, -0.09)
C (-0.99, -0.70, -0.09)
B (0.28, -1.51, 0.02)
O (0.37, -2.83, -0.23)
O (1.52, -0.89, 0.17)
H (4.33, 0.55, 1.20)
H (3.74, -0.68, -0.02)
H (4.77, 0.79, -0.34)
H (0.60, 2.17, -0.55)
H (-1.84, 2.58, -0.16)
H (-3.98, 1.77, 0.38)
H (-4.52, -0.71, 0.18)
H (-2.58, -2.17, -0.19)
H (1.27, -3.23, -0.18)

---

2.
Entry from OMol25: a cluster of 5 separate species, C13H37N2O5 in total in a non-equilibrium geometry (the ωB97M-V functional and the def2-TZVPD basis).

Output
DFT total energy ... -1002.732620 Ha
Kohn-Sham gap ... 8.888 eV
Charge ... +1
HOMO level ... -12.32 eV

CARTESIAN COORDINATES (ANGSTROEM)
C (-1.85, -2.60, -1.78)
C (-1.98, -2.08, -0.23)
C (-3.04, -0.85, 0.01)
O (-2.68, 0.42, -0.65)
C (-1.42, 0.98, -0.13)
N (-1.63, 2.36, 0.51)
C (-0.33, 3.13, 0.63)
C (1.02, 2.28, 0.26)
N (0.98, 1.61, -1.11)
C (-0.42, 1.14, -1.46)
C (-1.21, 2.14, -2.53)
C (-1.76, 1.25, -3.81)
H (-1.05, -3.49, -1.76)
H (-1.37, -1.79, -2.52)
H (-2.90, -2.98, -2.12)
H (-2.31, -2.97, 0.48)
H (-0.88, -1.78, 0.15)
H (-3.32, -0.67, 1.15)
H (-4.06, -1.20, -0.49)
H (-0.92, 0.32, 0.73)
H (-2.07, 2.27, 1.46)
H (-0.40, 4.04, -0.14)
H (-0.16, 3.58, 1.72)
H (1.91, 3.07, 0.23)
H (1.26, 1.40, 1.03)
H (1.72, 0.85, -1.21)
H (1.27, 2.37, -1.80)
H (-0.36, 0.05, -1.93)
H (-2.18, 2.64, -2.05)
H (-0.52, 3.03, -2.88)
H (-2.31, 2.03, -4.54)
H (-0.93, 0.64, -4.37)
H (-2.63, 0.54, -3.42)
C (1.75, -2.43, 2.32)
O (1.13, -2.14, 1.08)
H (1.75, -3.51, 2.47)
H (2.77, -2.06, 2.31)
H (1.18, -1.96, 3.13)
H (1.14, -1.18, 0.97)
C (-4.22, -5.90, -0.63)
O (-3.45, -5.10, 0.24)
H (-5.19, -5.43, -0.79)
H (-3.71, -6.01, -1.59)
H (-4.37, -6.89, -0.18)
H (-2.59, -5.55, 0.36)
C (5.17, 2.68, -0.16)
O (4.30, 1.78, 0.50)
H (6.16, 2.61, 0.30)
H (5.24, 2.42, -1.22)
H (4.79, 3.70, -0.04)
H (3.43, 1.87, 0.08)
C (3.43, 1.78, 4.24)
O (3.55, 2.67, 3.14)
H (2.80, 2.25, 5.00)
H (2.96, 0.85, 3.91)
H (4.42, 1.58, 4.65)
H (4.10, 2.23, 2.47)

---

3.
Entry from OMol25: an isolated molecule of C3H4N2O2S2 in a non-equilibrium geometry (the ωB97M-V functional and the def2-TZVPD basis).

Output
DFT total energy ... -1172.862076 Ha
Energy relative to the best compared isomer or geometry (same formula, charge and spin) ... 143.3 kcal per mole
Kohn-Sham gap (spin up / spin down) ... 6.890 / 6.884 eV
HOMO level (spin up / spin down) ... -8.30 / -8.30 eV

CARTESIAN COORDINATES (ANGSTROEM)
C (-2.44, -0.56, 0.55)
C (0.59, -0.89, 0.73)
C (1.80, 1.02, -0.61)
N (-1.67, -1.56, 0.92)
N (-0.45, -1.38, 0.86)
O (-2.82, 1.85, -0.27)
O (3.13, -1.38, -0.30)
S (-1.76, 0.90, 0.06)
S (1.81, -0.90, -0.63)
H (-3.57, -0.77, 0.52)
H (1.82, 1.29, -1.64)
H (2.68, 1.11, 0.01)
H (0.89, 1.27, -0.21)

---

4.
Entry from OMol25: a cluster of 12 separate species, C40H107N3O20 in total in a non-equilibrium geometry (the ωB97M-V functional and the def2-TZVPD basis).

Output
DFT total energy ... -3256.741559 Ha
Energy relative to the best compared isomer or geometry (same formula, charge and spin) ... 238.7 kcal per mole
SMILES ... COCCNCCOC.COCCNCCOC.COCCNCCOC.CC(C)O.CC(C)O.CC(C)O.CC(C)O.OCCO.OCCO.OCCO.OCCO.OCCO
Kohn-Sham gap ... 9.223 eV
HOMO level ... -9.09 eV

CARTESIAN COORDINATES (ANGSTROEM)
C (6.50, -1.47, -2.52)
O (5.84, -0.85, -1.41)
C (5.53, -1.78, -0.30)
C (5.66, -1.20, 1.09)
N (4.46, -0.30, 1.19)
C (4.46, 0.48, 2.48)
C (5.69, 1.47, 2.66)
O (5.51, 2.47, 1.64)
C (6.45, 3.53, 1.47)
H (7.05, -0.68, -3.03)
H (5.89, -2.03, -3.23)
H (7.17, -2.24, -2.16)
H (6.36, -2.48, -0.28)
H (4.58, -2.26, -0.56)
H (6.61, -0.66, 1.10)
H (5.63, -1.95, 1.88)
H (4.54, 0.32, 0.40)
H (4.19, -0.11, 3.36)
H (3.50, 0.98, 2.40)
H (6.68, 1.02, 2.59)
H (5.67, 1.91, 3.66)
H (5.99, 3.97, 0.58)
H (7.46, 3.19, 1.25)
H (6.52, 4.14, 2.37)
C (-5.13, 2.59, -0.38)
O (-5.64, 3.94, -0.51)
C (-5.29, 4.90, 0.47)
C (-5.74, 6.27, 0.14)
N (-5.27, 7.29, 1.16)
C (-5.32, 8.62, 0.64)
C (-4.41, 9.68, 1.24)
O (-3.05, 9.21, 1.07)
C (-1.99, 10.04, 1.34)
H (-4.05, 2.63, -0.28)
H (-5.45, 1.96, -1.21)
H (-5.30, 2.02, 0.53)
H (-4.20, 4.90, 0.42)
H (-5.67, 4.46, 1.39)
H (-6.82, 6.18, 0.13)
H (-5.33, 6.42, -0.86)
H (-4.27, 7.10, 1.13)
H (-6.36, 8.89, 0.76)
H (-5.22, 8.59, -0.45)
H (-4.83, 9.91, 2.22)
H (-4.47, 10.62, 0.71)
H (-1.90, 10.15, 2.42)
H (-2.14, 10.96, 0.78)
H (-1.15, 9.51, 0.88)
C (4.02, -5.21, 4.34)
O (3.87, -4.89, 5.74)
C (2.60, -4.57, 6.23)
C (2.17, -3.12, 5.88)
N (0.89, -2.60, 6.40)
C (1.04, -2.32, 7.81)
C (1.78, -1.01, 8.26)
O (1.75, -0.90, 9.76)
C (2.99, -1.54, 10.20)
H (5.07, -5.43, 4.16)
H (3.64, -4.36, 3.77)
H (3.26, -5.94, 4.06)
H (2.41, -4.71, 7.29)
H (1.95, -5.21, 5.62)
H (2.06, -3.17, 4.79)
H (2.94, -2.36, 6.06)
H (0.90, -1.77, 5.82)
H (1.36, -3.26, 8.27)
H (0.01, -2.34, 8.17)
H (1.29, -0.12, 7.86)
H (2.74, -0.94, 7.75)
H (2.90, -1.87, 11.23)
H (3.87, -0.90, 10.31)
H (3.16, -2.49, 9.69)
C (1.41, -8.78, -1.42)
C (1.68, -7.80, -2.53)
C (0.74, -7.97, -3.61)
O (1.42, -6.53, -1.99)
H (0.37, -8.84, -1.10)
H (2.07, -8.51, -0.60)
H (1.78, -9.76, -1.73)
H (2.71, -7.83, -2.90)
H (1.05, -8.67, -4.39)
H (0.76, -7.09, -4.24)
H (-0.29, -8.15, -3.32)
H (0.81, -6.47, -1.25)
C (-5.60, -2.87, -4.89)
C (-5.40, -4.21, -4.24)
C (-4.79, -5.21, -5.22)
O (-4.36, -4.04, -3.41)
H (-5.73, -2.12, -4.11)
H (-6.35, -2.82, -5.68)
H (-4.65, -2.54, -5.31)
H (-6.24, -4.64, -3.69)
H (-4.55, -6.19, -4.81)
H (-3.89, -4.74, -5.61)
H (-5.49, -5.52, -5.99)
H (-4.16, -4.90, -3.05)
C (1.18, 5.87, 1.40)
C (0.96, 5.49, -0.04)
C (0.58, 3.97, -0.29)
O (-0.08, 6.33, -0.52)
H (0.26, 5.81, 1.99)
H (1.62, 6.87, 1.48)
H (2.03, 5.29, 1.75)
H (1.84, 5.86, -0.57)
H (0.37, 3.85, -1.35)
H (-0.33, 3.77, 0.27)
H (1.43, 3.39, 0.06)
H (0.22, 7.23, -0.35)
C (-3.81, 1.00, 5.83)
C (-3.31, 1.95, 4.71)
C (-2.10, 2.87, 5.05)
O (-3.02, 1.33, 3.59)
H (-4.16, 1.56, 6.70)
H (-2.97, 0.37, 6.12)
H (-4.62, 0.35, 5.49)
H (-4.04, 2.68, 4.34)
H (-2.22, 3.47, 5.95)
H (-1.99, 3.76, 4.44)
H (-1.22, 2.25, 5.21)
H (-2.73, 0.44, 3.80)
O (-1.32, 1.75, -6.18)
C (-2.67, 1.78, -5.67)
C (-3.63, 1.77, -6.87)
O (-3.62, 2.95, -7.68)
H (-0.77, 1.67, -5.40)
H (-2.89, 0.88, -5.10)
H (-2.87, 2.59, -4.97)
H (-4.68, 1.57, -6.64)
H (-3.39, 0.93, -7.52)
H (-2.70, 3.21, -7.82)
O (0.35, -1.10, -9.09)
C (0.95, -2.05, -8.26)
C (-0.23, -2.97, -7.63)
O (-0.41, -4.04, -8.41)
H (-0.12, -0.46, -8.56)
H (1.74, -2.50, -8.86)
H (1.54, -1.65, -7.43)
H (-1.19, -2.48, -7.44)
H (-0.02, -3.30, -6.62)
H (-0.06, -3.76, -9.26)
O (-2.93, -5.43, 1.05)
C (-3.79, -4.42, 1.56)
C (-3.57, -3.95, 3.03)
O (-2.54, -3.02, 3.15)
H (-2.77, -5.95, 1.83)
H (-3.88, -3.59, 0.86)
H (-4.75, -4.94, 1.61)
H (-3.42, -4.82, 3.66)
H (-4.41, -3.50, 3.55)
H (-1.74, -3.42, 2.78)
O (4.78, 4.30, -4.37)
C (4.57, 3.41, -5.43)
C (4.51, 1.93, -4.93)
O (3.25, 1.71, -4.16)
H (4.01, 4.27, -3.80)
H (3.64, 3.75, -5.88)
H (5.33, 3.54, -6.20)
H (5.31, 1.61, -4.26)
H (4.62, 1.08, -5.60)
H (3.14, 0.84, -3.76)
O (0.67, -2.22, 0.70)
C (-0.03, -1.36, -0.20)
C (-0.23, -2.11, -1.58)
O (0.90, -2.01, -2.42)
H (1.61, -2.05, 0.67)
H (-0.92, -1.07, 0.36)
H (0.49, -0.44, -0.45)
H (-1.15, -1.75, -2.04)
H (-0.53, -3.12, -1.31)
H (1.06, -2.88, -2.78)

---

5.
Entry from OMol25: the ion C6H13N with charge +1 in a non-equilibrium geometry (the ωB97M-V functional and the def2-TZVPD basis).

Output
DFT total energy ... -290.799100 Ha
Energy relative to the best compared isomer or geometry (same formula, charge and spin) ... 50.0 kcal per mole
Kohn-Sham gap (spin up / spin down) ... 10.354 / 5.099 eV
Charge ... +1
HOMO level (spin up / spin down) ... -13.42 / -13.41 eV
2S+1 ... 2

CARTESIAN COORDINATES (ANGSTROEM)
C (0.04, 0.72, -2.16)
N (-0.03, 0.76, -0.66)
C (-0.11, -0.52, 0.03)
C (-0.12, -0.34, 1.53)
C (-0.42, -1.64, 2.19)
C (0.16, -2.01, 3.32)
C (0.01, 2.14, -2.71)
H (-0.88, 0.25, -2.45)
H (0.82, 0.12, -2.65)
H (0.78, 1.28, -0.32)
H (-0.93, -1.13, -0.37)
H (0.77, -1.10, -0.33)
H (0.85, 0.10, 1.87)
H (-0.75, 0.52, 1.75)
H (-1.18, -2.31, 1.77)
H (0.11, -2.96, 3.87)
H (0.89, -1.38, 3.82)
H (0.05, 2.06, -3.77)
H (-0.88, 2.67, -2.34)
H (0.83, 2.79, -2.39)

---

6.
Entry from OMol25: a structure of composition C26H59NOP3Pb in a non-equilibrium geometry (the ωB97M-V functional and the def2-TZVPD basis).

Output
DFT total energy ... -2372.629095 Ha
Energy relative to the best compared isomer or geometry (same formula, charge and spin) ... 31.8 kcal per mole
Kohn-Sham gap ... 7.142 eV
Charge ... +1
HOMO level ... -9.63 eV

CARTESIAN COORDINATES (ANGSTROEM)
Pb (0.95, 0.12, 0.45)
P (0.43, 2.16, -1.50)
P (-0.18, -2.37, 1.17)
N (0.59, -1.09, -1.68)
C (0.80, 1.09, -3.00)
H (0.30, 1.56, -3.87)
H (1.88, 1.10, -3.19)
C (0.29, -0.36, -2.90)
H (-0.82, -0.37, -3.02)
H (0.67, -0.93, -3.79)
C (0.00, -2.42, -1.70)
H (0.40, -2.99, -2.58)
H (-1.08, -2.28, -1.91)
C (0.17, -3.28, -0.44)
H (1.18, -3.70, -0.39)
H (-0.55, -4.12, -0.50)
C (-1.89, -2.92, 1.64)
C (-2.53, -1.90, 2.58)
H (-3.54, -2.22, 2.82)
H (-2.59, -0.92, 2.12)
H (-1.97, -1.82, 3.52)
C (1.07, -3.09, 2.34)
C (0.84, -2.58, 3.75)
H (1.74, -2.77, 4.35)
H (0.01, -3.09, 4.25)
H (0.66, -1.51, 3.77)
C (1.95, 3.22, -1.38)
C (1.78, 4.30, -0.32)
H (2.76, 4.70, -0.08)
H (1.35, 3.90, 0.59)
H (1.16, 5.13, -0.68)
C (-1.03, 3.18, -2.02)
C (-1.76, 3.73, -0.79)
H (-2.65, 4.28, -1.13)
H (-1.13, 4.43, -0.23)
H (-2.09, 2.93, -0.13)
C (-1.51, 0.29, -0.06)
O (-2.59, 0.16, -0.51)
C (1.24, -4.62, 2.28)
H (0.38, -5.15, 2.72)
H (1.41, -5.00, 1.25)
H (2.13, -4.89, 2.88)
C (2.48, 3.79, -2.72)
H (3.47, 4.23, -2.53)
H (2.60, 3.02, -3.50)
H (1.83, 4.59, -3.11)
C (-0.73, 4.29, -3.04)
H (-1.69, 4.72, -3.37)
H (-0.15, 5.11, -2.59)
H (-0.21, 3.93, -3.94)
C (-2.00, -4.35, 2.19)
H (-1.56, -4.44, 3.20)
H (-3.07, -4.60, 2.30)
H (-1.56, -5.11, 1.53)
H (-2.44, -2.90, 0.67)
H (-1.69, 2.44, -2.52)
H (2.02, -2.66, 1.96)
H (2.71, 2.50, -1.04)
H (1.75, -0.90, -1.13)
H (2.35, -0.55, -0.42)
C (1.27, 0.60, 5.76)
C (-0.14, 0.96, 5.23)
C (-0.93, 1.80, 6.25)
P (-0.09, 1.60, 3.49)
C (-1.83, 2.20, 3.04)
C (-2.95, 1.52, 3.81)
C (-1.99, 3.72, 3.06)
C (1.08, 3.05, 3.53)
C (0.96, 3.96, 4.78)
C (2.51, 2.61, 3.32)
H (1.83, 1.49, 6.09)
H (1.85, 0.05, 5.02)
H (1.15, -0.06, 6.64)
H (-0.69, 0.00, 5.11)
H (-1.07, 2.85, 5.96)
H (-1.93, 1.37, 6.42)
H (-0.41, 1.80, 7.22)
H (-1.87, 1.86, 1.99)
H (-3.14, 2.02, 4.77)
H (-3.87, 1.61, 3.22)
H (-2.77, 0.46, 4.00)
H (-1.23, 4.25, 2.47)
H (-2.97, 3.96, 2.61)
H (-1.99, 4.12, 4.08)
H (0.76, 3.67, 2.67)
H (1.20, 3.42, 5.72)
H (1.70, 4.78, 4.67)
H (-0.03, 4.44, 4.89)
H (2.62, 2.02, 2.41)
H (3.15, 3.48, 3.23)
H (2.87, 2.01, 4.16)